Entry 1:
This record from the OMol25 dataset describes 2 unconnected molecules or ions with the total composition CHN3O4 at a distorted geometry. The level of theory is ωB97M-V with the def2-TZVPD basis set.

XYZ file:
```
9
CHN3O4 ωB97M-V with the def2-TZVPD basis set
C 0.06 2.61 -0.23
O -0.41 3.63 0.01
O -2.37 0.64 0.95
N -0.24 -0.13 0.23
N 0.57 1.58 -0.52
O -3.49 -0.27 -0.67
N -2.53 0.03 -0.01
O -1.23 -0.52 -0.57
H 0.67 -0.56 -0.04
```

The energy above the lowest of the compared OMol25 structures with the same formula, charge and spin comes out at 186.6 kJ/mol. For the frontier orbital gap (alpha / beta), the calculation gives 8.16 / 8.45 eV.

Entry 2:
This record from the OMol25 dataset describes a single C3H5NO molecule at a distorted geometry. The level of theory is ωB97M-V with the def2-TZVPD basis set.

XYZ file:
```
10
C3H5NO ωB97M-V with the def2-TZVPD basis set
C 2.26 -0.14 0.05
C 0.95 -0.44 -0.05
H -2.71 -0.53 0.21
H 3.05 -0.95 0.01
H 2.49 0.95 0.20
O -1.79 -0.63 0.02
N -1.26 0.64 0.01
H 0.49 -1.41 -0.15
H 0.46 1.72 0.04
C 0.02 0.70 -0.09
```

The energy above the lowest of the compared OMol25 structures with the same formula, charge and spin comes out at 249.8 kJ/mol. The SMILES is C=C/C=N\O. For the frontier orbital gap, the calculation gives 9.91 eV.

Entry 3:
This record from the OMol25 dataset describes 7 unconnected molecules or ions with the total composition C26H34F6NO21PS at a distorted geometry. The level of theory is ωB97M-V with the def2-TZVPD basis set.

XYZ file:
```
90
C26H34F6NO21PS ωB97M-V with the def2-TZVPD basis set
H -0.62 -2.80 0.41
C -0.94 -2.11 -1.62
H 1.31 0.55 -0.36
F -7.26 -0.38 -5.17
H 2.35 0.82 1.80
C -3.71 -4.98 -1.14
C 6.23 -0.90 5.49
H -0.88 1.49 0.43
C 4.69 -0.50 3.97
O 4.08 -0.60 2.94
O -4.37 -6.14 -0.87
H -6.71 -0.31 -3.24
H -6.01 -3.79 0.60
C 4.49 6.99 -0.23
H 3.75 7.71 0.13
F 1.75 -2.08 -6.97
C 1.75 1.60 -0.20
C -1.76 3.11 1.77
C 0.58 -4.04 -6.41
F 6.40 -1.76 6.53
H 6.09 1.12 6.23
C -8.61 -2.23 -2.76
C -0.64 -3.18 -0.62
C 1.03 -2.68 -5.99
C -5.67 -4.36 -0.27
H 4.03 2.60 1.18
C -6.76 -2.36 -4.01
O 0.33 -1.54 -1.87
H 0.13 3.49 3.70
P -1.61 0.38 2.53
O -0.66 -4.17 -5.73
C 0.60 2.14 2.18
O 5.40 -1.52 4.53
O -9.50 -2.53 -2.02
H -5.69 -2.43 -3.83
C 5.45 0.30 5.91
F -1.74 -1.16 -1.09
C 1.23 -2.54 -1.67
O 0.68 -3.58 -1.00
H -7.00 -2.84 -4.96
O -4.41 -3.89 -0.72
H -6.41 -4.26 -1.07
C 5.91 7.42 -0.04
H 2.77 3.96 1.44
H 3.12 1.75 3.62
C -7.26 -0.95 -3.94
C 3.45 2.79 3.31
C -1.11 -2.91 -5.48
F -6.45 -6.57 -0.14
O -0.57 -0.97 2.36
O 4.76 0.64 4.71
O -0.60 5.37 1.41
H 4.54 3.02 3.53
O -0.19 -1.97 -5.83
H 1.28 -4.82 -6.11
C -5.37 -5.79 0.07
C -0.59 4.23 1.89
H -1.37 -2.48 -2.56
O 2.37 -2.51 -2.04
N 0.42 3.53 2.71
O -2.18 -2.66 -5.01
C 1.94 1.81 1.38
O -7.49 -2.99 -2.96
O 4.42 5.80 0.53
S -1.81 0.78 4.42
H 0.41 -4.11 -7.49
O 5.36 5.27 2.52
O -2.65 -4.92 -1.68
H -3.54 0.59 1.38
C 3.08 2.91 1.73
O 6.20 6.96 1.27
H 6.03 8.50 -0.12
H -5.00 -5.94 1.09
H 0.65 1.38 3.05
O -8.60 -1.10 -3.51
H -2.41 3.46 0.91
H 0.18 -0.86 2.99
C -0.83 1.81 1.53
H 7.21 -0.67 5.04
H -2.27 3.22 2.78
H 4.73 0.08 6.70
H 2.79 3.52 3.91
H 6.60 6.94 -0.75
F 4.24 6.69 -1.53
O -3.12 -0.10 1.93
C 5.33 5.95 1.53
H -1.34 -4.01 -0.68
H 1.59 -2.66 -5.05
H 2.81 1.56 -0.65
H 1.18 2.42 -0.73
```

The energy above the lowest of the compared OMol25 structures with the same formula, charge and spin comes out at 301.2 kJ/mol. The SMILES is CC[C@H](C)[C@H]1NC(=O)C[C@@H]1P(O)(O)=S.O=C1OC[C@@H](F)O1.O=C1OC[C@@H](F)O1.O=C1OC[C@@H](F)O1.O=C1OC[C@@H](F)O1.O=C1OC[C@@H](F)O1.O=C1OC[C@@H](F)O1. For the frontier orbital gap, the calculation gives 9.10 eV.